[1]
# C42H105F4N9O22S4Sn

A structure of composition C42H105F4N9O22S4Sn in a non-equilibrium geometry (ωB97M-V/def2-TZVPD, the Open Molecules 2025 dataset).

Last column: Löwdin charge in e.
Geometry (Å):
Sn: 1.44196 -6.74760 -0.26917  1.426
N: -0.46985 -2.22063 0.30445  -0.234
S: -1.74002 -1.46387 0.32229  0.331
O: -2.26589 -0.87307 -0.91291  -0.268
O: -2.25413 -0.87498 1.57024  -0.274
F: -2.61797 -2.76486 0.34075  -0.213
S: 0.29443 -0.70734 0.32094  0.599
O: 0.31168 0.15606 1.51537  -0.271
O: 0.58929 -0.08249 -0.99360  -0.294
F: 1.76388 -1.42859 0.53515  -0.276
N: -2.93389 -9.35516 -0.35462  -0.278
S: -4.41569 -9.17768 -0.00260  0.405
O: -5.08749 -10.25672 0.70066  -0.270
O: -5.20565 -8.45846 -0.95479  -0.259
F: -4.24253 -8.03815 1.11507  -0.209
S: -3.10170 -10.76631 -1.33638  0.587
O: -3.92473 -10.77391 -2.53579  -0.266
O: -2.86406 -12.04989 -0.72552  -0.274
F: -1.69818 -10.52257 -2.12497  -0.255
C: 6.08487 -0.98089 -5.29823  -0.112
O: 6.58455 -2.28605 -5.32359  -0.198
C: 5.61403 -3.32076 -5.56486  -0.196
C: 4.53973 -3.55571 -4.43265  -0.178
N: 4.02072 -4.93910 -4.46967  -0.068
C: 3.37246 -5.34417 -5.71800  -0.207
C: 1.88534 -4.96726 -5.91564  -0.199
O: 1.05672 -5.68633 -4.96827  -0.209
C: -0.24191 -5.15639 -4.87767  -0.123
H: 6.86611 -0.27915 -5.00612  0.093
H: 5.26698 -0.95227 -4.57827  0.083
H: 5.74874 -0.70013 -6.29637  0.087
H: 6.26765 -4.19301 -5.57290  0.118
H: 5.19152 -3.31680 -6.56963  0.112
H: 3.67566 -2.89534 -4.50608  0.112
H: 5.10094 -3.46642 -3.50250  0.118
H: 4.85149 -5.50419 -4.36672  0.092
H: 3.20213 -6.42076 -5.71152  0.115
H: 3.92566 -5.16305 -6.63955  0.111
H: 1.63663 -5.13918 -6.96287  0.124
H: 1.72641 -3.89466 -5.80443  0.113
H: -0.68526 -4.97014 -5.85586  0.089
H: -0.23035 -4.19788 -4.35881  0.089
H: -0.88883 -5.86758 -4.36404  0.087
C: 4.75645 4.89367 -5.77900  -0.119
O: 3.49120 5.53583 -5.72047  -0.179
C: 2.41740 4.77842 -5.20811  -0.188
C: 1.98638 3.61782 -6.18119  -0.230
N: 2.71889 2.38359 -5.96110  -0.055
C: 2.41964 1.45766 -7.09887  -0.188
C: 0.94964 1.05553 -7.43491  -0.252
O: 0.98163 -0.02904 -8.33118  -0.190
C: -0.35842 -0.44888 -8.64871  -0.097
H: 5.46328 5.45597 -6.38917  0.081
H: 4.86026 3.94992 -6.31438  0.069
H: 5.16062 4.73316 -4.77951  0.086
H: 1.51187 5.37234 -5.08407  0.118
H: 2.70214 4.26543 -4.28949  0.116
H: 2.18571 3.86162 -7.22471  0.118
H: 0.90224 3.51212 -6.14147  0.107
H: 2.19946 1.99874 -5.18510  0.101
H: 2.95660 0.51845 -6.96608  0.100
H: 2.81094 1.86725 -8.03013  0.114
H: 0.52516 1.94799 -7.89473  0.111
H: 0.34486 0.80185 -6.56428  0.124
H: -0.26851 -0.94191 -9.61667  0.086
H: -1.05165 0.37973 -8.79335  0.084
H: -0.79084 -1.09854 -7.88775  0.083
C: -1.03533 8.64388 0.78958  -0.089
O: -0.43122 7.43179 0.28807  -0.212
C: -0.83734 6.22243 0.96566  -0.213
C: -2.29178 5.91826 0.74111  -0.201
N: -2.62631 6.33434 -0.64616  -0.059
C: -2.23844 5.33591 -1.65935  -0.189
C: -2.97318 5.67644 -3.02295  -0.181
O: -2.28887 6.68268 -3.85144  -0.184
C: -2.31716 7.96222 -3.19519  -0.110
H: -0.42228 9.49246 0.48599  0.083
H: -0.94558 8.68810 1.87498  0.090
H: -2.00910 8.87716 0.35894  0.088
H: -0.61682 6.24797 2.03282  0.114
H: -0.22647 5.36991 0.66879  0.121
H: -2.92941 6.39205 1.48748  0.107
H: -2.47809 4.85957 0.92154  0.116
H: -2.03339 7.14097 -0.77999  0.030
H: -2.54170 4.35727 -1.28735  0.113
H: -1.17312 5.22167 -1.85973  0.114
H: -3.99916 5.83349 -2.69008  0.107
H: -3.10936 4.76074 -3.59833  0.106
H: -1.53099 7.98286 -2.44046  0.074
H: -3.26714 8.27540 -2.76212  0.089
H: -2.14425 8.65671 -4.01732  0.086
C: -7.75962 -2.08080 -2.93708  -0.092
O: -7.92141 -0.79665 -3.56211  -0.214
C: -8.73560 0.22560 -2.97269  -0.200
C: -7.99376 0.93891 -1.85252  -0.221
N: -8.85118 1.80070 -1.06741  -0.075
C: -8.14238 2.47258 0.00454  -0.219
C: -9.07863 2.89175 1.11717  -0.280
O: -9.62875 1.84529 1.82921  -0.169
C: -10.46917 2.33711 2.93488  -0.071
H: -7.34671 -2.00800 -1.93095  0.074
H: -7.08767 -2.66725 -3.56372  0.087
H: -8.72969 -2.56304 -2.81660  0.079
H: -9.63411 -0.26757 -2.60178  0.114
H: -9.03667 0.91575 -3.76083  0.123
H: -7.30130 1.64536 -2.31025  0.126
H: -7.50497 0.19960 -1.21799  0.116
H: -9.50121 1.18051 -0.60598  0.101
H: -7.61329 3.30975 -0.45080  0.121
H: -7.31170 1.87107 0.37366  0.117
H: -9.84465 3.55660 0.71806  0.123
H: -8.48536 3.52710 1.77480  0.118
H: -11.26191 3.02077 2.63108  0.082
H: -9.90021 2.93851 3.64389  0.077
H: -10.85760 1.54191 3.57119  0.083
C: 0.08553 2.13986 8.55408  -0.108
O: -1.29701 2.34362 8.41926  -0.194
C: -1.68992 2.68739 7.11544  -0.254
C: -3.07224 3.27257 7.00799  -0.201
N: -3.11568 4.73255 7.30978  -0.068
C: -4.52114 5.21818 7.23788  -0.184
C: -4.45363 6.63593 7.88094  -0.266
O: -5.74391 7.15079 7.81161  -0.209
C: -5.92304 8.41960 8.56240  -0.063
H: 0.33422 1.32174 7.87813  0.088
H: 0.37780 1.90706 9.57803  0.088
H: 0.51525 3.09697 8.25846  0.086
H: -1.61835 1.84064 6.43282  0.121
H: -0.97652 3.38143 6.67104  0.118
H: -3.80554 2.72557 7.60058  0.117
H: -3.36578 3.20233 5.96061  0.120
H: -2.73223 4.86764 8.23434  0.097
H: -5.20636 4.64523 7.86263  0.113
H: -4.87441 5.35152 6.21537  0.122
H: -3.79935 7.22273 7.23619  0.122
H: -4.15175 6.60332 8.92778  0.119
H: -6.90122 8.79485 8.26167  0.082
H: -5.15865 9.18053 8.40494  0.079
H: -5.92730 8.19670 9.62936  0.077
C: 4.63911 -13.80741 2.75417  -0.100
O: 3.26266 -13.50918 2.73065  -0.178
C: 2.93490 -12.14648 2.88426  -0.238
C: 1.53735 -11.75518 2.47075  -0.170
N: 1.05714 -10.46394 2.92494  -0.034
C: 1.18659 -10.11955 4.31348  -0.206
C: 0.32820 -8.94608 4.70353  -0.203
O: 0.85676 -7.71337 4.20703  -0.211
C: 0.33715 -6.55918 4.79748  -0.117
H: 5.16400 -13.18399 2.03034  0.085
H: 4.63636 -14.80810 2.32204  0.096
H: 5.09841 -13.75974 3.74152  0.092
H: 3.63080 -11.49243 2.35885  0.119
H: 3.18608 -11.91366 3.91906  0.117
H: 0.81541 -12.41872 2.94679  0.135
H: 1.37791 -11.85929 1.39750  0.132
H: 0.10237 -10.25919 2.66686  0.119
H: 2.25117 -9.96378 4.48810  0.126
H: 0.89492 -10.99129 4.89923  0.137
H: 0.38905 -8.87113 5.78923  0.125
H: -0.73037 -9.12557 4.51561  0.135
H: 0.63219 -6.44007 5.84001  0.096
H: -0.74738 -6.51594 4.69744  0.094
H: 0.66368 -5.71094 4.19585  0.085
C: 5.87136 5.20829 4.49286  -0.109
O: 6.69081 4.19346 3.95356  -0.194
C: 6.01482 3.21282 3.18653  -0.232
C: 7.05340 2.43054 2.34211  -0.184
N: 7.46014 3.26616 1.19399  -0.060
C: 8.47550 2.70219 0.39666  -0.228
C: 9.83693 3.01058 1.05730  -0.188
O: 9.94801 4.46831 1.07558  -0.213
C: 11.27304 4.90988 1.15419  -0.128
H: 6.52477 5.89278 5.03383  0.088
H: 5.11415 4.78589 5.15339  0.083
H: 5.32941 5.71372 3.69354  0.085
H: 5.19286 3.64587 2.61649  0.119
H: 5.53565 2.43011 3.77461  0.110
H: 6.57760 1.49315 2.05398  0.114
H: 7.78824 2.12621 3.08743  0.110
H: 7.87101 4.15861 1.42811  0.100
H: 8.45310 3.28493 -0.52422  0.121
H: 8.42088 1.62143 0.26603  0.121
H: 10.58155 2.65210 0.34657  0.106
H: 10.10423 2.53863 2.00278  0.119
H: 11.67093 4.76226 0.15021  0.088
H: 11.88657 4.45294 1.93065  0.086
H: 11.27944 5.96949 1.40966  0.087

Cartesian forces, eV/Å:
-0.5 0.0 0.0
5.0 1.9 0.2
-13.6 0.4 0.5
1.9 0.1 1.4
1.9 -0.1 -1.8
-0.9 -1.7 -0.1
9.2 2.8 -0.6
-1.2 -2.0 -2.4
-1.9 -1.5 2.8
-0.4 -0.2 0.1
1.2 -3.3 -2.1
-5.4 2.6 2.8
1.4 0.6 -0.9
0.5 -0.5 -0.4
0.6 -0.5 0.1
2.7 -1.7 -3.7
-0.3 0.9 2.6
-0.5 1.7 0.7
0.4 0.4 1.0
-0.5 0.1 -0.1
-0.2 -1.1 0.0
0.7 -0.1 0.7
0.5 -0.3 -1.2
0.1 0.3 -0.3
-1.6 -1.0 0.0
0.5 0.9 0.9
1.1 0.1 -0.9
-0.3 0.3 -0.2
0.1 -0.3 0.1
-0.2 0.5 0.0
-0.3 0.2 -0.1
-0.1 -0.3 0.1
-0.2 0.7 -0.1
0.3 0.3 0.2
-0.4 0.4 0.2
0.0 -0.5 0.1
0.8 -0.4 0.3
0.1 0.4 0.0
-0.3 -0.6 0.0
-0.1 0.3 0.4
0.0 -0.1 -0.2
-0.1 0.1 0.2
0.1 0.0 0.1
0.5 -0.2 -0.2
0.2 0.2 -0.4
-0.1 -2.0 -1.5
0.5 1.4 -0.3
-1.4 -1.1 -0.8
0.0 -0.8 0.1
1.0 0.9 0.5
-0.9 0.1 0.0
0.8 0.1 -0.6
-0.3 1.0 0.4
-1.1 -0.5 0.2
0.1 0.1 0.1
0.5 0.6 0.2
0.0 0.3 0.5
0.1 0.7 0.0
-0.3 -0.2 0.3
0.5 -0.6 0.6
0.2 0.0 0.3
0.2 0.3 0.1
-0.6 -0.1 -0.2
0.1 0.0 0.4
-0.2 -0.3 0.2
0.2 0.3 0.1
0.2 -0.2 0.1
1.3 -0.1 -0.1
0.0 0.0 0.6
0.5 0.2 0.8
-0.4 0.1 -0.8
-0.2 -0.9 0.7
-0.7 0.5 -1.0
1.1 -0.9 0.8
-2.0 -0.9 1.9
0.4 -0.2 -1.2
0.4 -0.2 -0.4
-0.7 -0.3 0.2
-0.4 -0.5 0.4
0.0 0.6 0.3
0.2 0.4 -0.9
-0.1 0.5 -0.2
0.1 -0.2 -0.4
-0.2 0.0 -0.3
-0.4 -0.1 -0.2
0.4 0.4 0.1
-0.2 1.3 -0.4
0.7 0.1 -0.4
0.1 0.4 -0.1
-0.2 -0.6 0.1
0.5 0.2 0.3
-0.6 1.2 0.3
0.5 0.1 -0.5
0.3 -1.3 0.4
-0.1 0.8 -0.5
-1.0 -0.7 0.3
0.2 -0.3 -0.5
1.0 1.7 -0.3
-1.6 -0.6 1.7
1.0 0.1 -0.3
0.3 0.1 0.1
-0.2 0.1 0.0
-0.2 -0.2 -0.2
-0.4 0.1 0.3
0.2 -0.1 0.0
0.7 -0.5 -0.1
0.5 -0.1 -0.1
-0.5 0.0 0.1
-0.3 0.6 0.3
0.0 -0.5 0.5
-0.4 0.0 -0.3
0.2 0.2 0.4
-0.2 -0.3 -0.6
0.7 0.1 -0.2
0.0 -0.4 -0.8
-0.5 0.4 -0.7
-1.3 0.0 1.0
0.5 -0.1 -0.7
0.1 1.2 -0.1
-0.8 -1.3 -0.8
1.7 1.5 1.8
-0.6 -0.8 -1.1
-1.1 2.3 0.8
-0.2 -1.7 -0.6
0.7 0.0 0.0
-0.4 0.0 0.0
0.9 -0.2 -0.1
-0.1 -0.6 0.1
0.1 0.5 0.1
0.0 -0.3 0.2
-0.1 -0.2 -0.1
-0.2 0.1 0.3
-0.2 -0.4 -0.3
0.1 -0.4 0.0
0.5 0.2 0.4
0.5 -0.1 0.1
0.2 0.0 0.0
0.2 -0.2 -0.5
-0.1 -0.1 0.1
-0.5 -0.4 -1.0
-1.3 0.5 -0.5
1.5 0.6 0.8
-1.4 -0.9 0.5
0.4 1.5 -1.0
0.6 -0.3 -0.4
0.9 0.7 1.3
0.1 -1.2 -1.0
-0.7 0.5 -0.3
0.3 0.3 0.1
0.5 -0.2 0.5
-0.1 0.0 0.1
0.3 0.0 -0.6
-0.6 0.3 0.5
0.1 -1.0 -0.1
0.2 0.1 0.0
-0.1 -0.4 -0.6
-0.1 0.4 0.5
-0.2 -0.1 0.5
0.0 -0.2 0.3
-0.2 0.2 -0.6
0.0 0.0 0.1
-0.3 -0.2 0.3
0.4 0.0 0.2
-0.1 -0.5 -0.3
0.2 -0.3 -0.1
0.4 -0.8 -0.2
-1.2 2.0 0.4
-1.5 -1.1 0.9
1.8 0.2 0.7
0.7 0.9 -2.0
-0.7 -1.4 1.1
0.0 0.5 -0.4
-0.2 0.0 -0.1
0.0 0.0 0.3
0.0 0.3 -0.1
0.2 0.3 -0.5
-0.1 0.1 0.8
0.0 0.1 -0.7
0.8 0.2 -0.1
-0.7 0.3 0.9
0.3 -0.6 -0.5
-0.4 0.0 -0.3
0.4 -0.1 -0.1
-0.6 0.2 0.4
0.8 0.1 0.1
-0.1 -0.6 0.0
-0.2 0.1 -0.3

Results
- calculated total energy (eV) = -163726.69913
- maximum force (eV/A) = 13.58
- E_HOMO (hartree) = -0.309

[2]
# C5H5N

The molecule C5H5N in a non-equilibrium geometry (ωB97M-V/def2-TZVPD, the Open Molecules 2025 dataset).

Last column: Löwdin charge in e.
Geometry (Å):
C: 0.11772 -1.05805 -0.55812  -0.081
C: 1.25118 -0.33640 -0.20111  -0.075
C: 1.01788 0.92674 0.35011  -0.171
N: -0.11110 1.27423 0.96649  0.063
C: -1.17881 0.53925 0.67008  -0.160
C: -1.11151 -0.46026 -0.29197  -0.096
H: 0.13379 -2.03988 -1.03567  0.110
H: 2.27443 -0.66935 -0.36673  0.102
H: 1.71425 1.73708 0.18709  0.103
H: -2.12530 0.75864 1.16710  0.108
H: -1.98254 -0.67201 -0.88726  0.097

Cartesian forces, eV/Å:
-0.1 0.2 0.1
-0.1 0.1 0.1
0.3 0.1 0.1
0.0 -0.1 -0.5
-0.1 0.0 -0.3
-0.2 -0.3 0.0
0.2 0.5 -0.1
-0.3 0.1 -0.2
0.6 -0.1 0.7
0.2 0.3 -0.2
-0.4 -0.8 0.4

Results
- SMILES = c1ccncc1
- calculated total energy (eV) = -6755.11930
- maximum force (eV/A) = 1.00
- E_HOMO (hartree) = -0.338